No. 1
ORCA calculation (ωB97M-V/def2-TZVPD) on a single C4H8N2O molecule.

Each line ends with the Löwdin charge.
Positions of all 15 atoms, in Å:
C -1.0345 -1.0333 0.6383  -0.036
C -0.1717 0.0438 0.0402  -0.433
C 1.3765 -0.5097 -0.3628  -0.542
N 2.1640 0.2600 0.3774  0.153
O 1.4874 -1.4222 -1.1365  0.084
C -0.6903 0.9300 -1.0141  -0.146
N -0.5723 1.4950 0.3161  0.054
H -2.0987 -0.8027 0.5115  0.083
H -0.8153 -1.9643 0.1128  0.085
H -0.8448 -1.1865 1.7098  0.088
H 1.1470 0.5451 0.8139  0.148
H 3.1954 0.1442 0.3593  0.131
H 0.0147 1.3456 -1.7315  0.117
H -1.6643 0.6655 -1.4073  0.114
H -1.4931 1.4894 0.7730  0.100

E_LUMO = 0.99 eV
frontier orbital gap = 10.580 eV
HOMO energy = -9.59 eV
SMILES = C[C@@]1(C(N)=O)CN1



No. 2
ORCA calculation (ωB97M-V/def2-TZVPD) on a molecular structure, C36H32AsFeN4O7S.

Each line ends with the Löwdin charge.
Positions of all 82 atoms, in Å:
Fe 0.0187 0.8962 0.9181  0.691
O -3.6307 2.2365 1.7397  0.106
C -2.4702 1.9628 1.9490  -0.548
O -1.8523 0.9498 1.3920  -0.199
C -1.6174 2.7329 2.9494  -0.078
C -0.7429 1.7300 3.7039  -0.220
C -0.0902 2.3632 4.9264  -0.080
C 0.9826 3.2754 4.2801  -0.073
C 0.7663 3.0163 2.7968  -0.208
O 0.3894 1.5965 2.7949  -0.134
C -0.5317 3.6580 2.2967  -0.074
C -0.5583 3.6749 0.7754  -0.539
O -0.8791 4.6665 0.1654  0.116
O -0.1888 2.5624 0.1807  -0.118
H -2.2796 3.2946 3.6040  0.160
H -1.1939 0.7533 3.8517  0.166
H 0.3624 1.6035 5.5613  0.117
H -0.8228 2.9107 5.5173  0.121
H 1.9878 2.9757 4.5696  0.122
H 0.8547 4.3295 4.5199  0.123
H 1.6308 3.1590 2.1524  0.135
H -0.6392 4.6887 2.6250  0.161
N 6.9876 0.1203 -3.8380  0.099
C 6.0449 0.4223 -2.8688  -0.319
C 6.0070 -0.2925 -1.6691  -0.028
C 5.0987 0.0434 -0.6832  -0.063
C 4.2187 1.0963 -0.8856  -0.297
C 4.2452 1.8180 -2.0722  -0.047
C 5.1547 1.4852 -3.0551  -0.025
S 3.0261 1.4975 0.3370  0.617
O 3.4910 0.9912 1.6051  -0.290
O 2.6947 2.8866 0.2278  -0.283
N 1.7117 0.6305 -0.1553  -0.130
C 1.7335 -0.6867 0.2901  -0.527
N 1.1238 -0.8052 1.4885  0.072
C 0.9674 -2.0258 1.9929  -0.092
C 1.4544 -3.1309 1.3257  -0.039
C 2.0082 -2.9076 0.0710  -0.092
N 2.1406 -1.6988 -0.4632  0.178
H 7.3857 -0.8027 -3.8045  0.089
H 6.7888 0.4395 -4.7709  0.090
H 6.7035 -1.1071 -1.5100  0.110
H 5.0785 -0.4985 0.2530  0.112
H 3.5555 2.6400 -2.2113  0.120
H 5.1865 2.0533 -3.9772  0.112
H 0.4490 -2.1017 2.9412  0.129
H 1.3639 -4.1257 1.7357  0.109
H 2.3314 -3.7393 -0.5465  0.120
C -4.3437 -2.9829 2.4851  -0.085
C -4.7386 -1.7952 1.8836  -0.064
C -3.9095 -1.1613 0.9699  -0.089
C -2.6749 -1.7187 0.6503  -0.348
C -2.2797 -2.9065 1.2579  -0.136
C -3.1123 -3.5394 2.1719  -0.086
As -1.4773 -0.7787 -0.5465  1.420
C -2.6680 0.2399 -1.6775  -0.350
C -2.4947 1.6101 -1.8167  -0.073
C -3.3390 2.3267 -2.6555  -0.060
C -4.3514 1.6784 -3.3447  -0.082
C -4.5230 0.3062 -3.2051  -0.082
C -3.6792 -0.4144 -2.3754  -0.105
C -0.9392 -2.1582 -1.8115  -0.360
C -1.4586 -3.4471 -1.8449  -0.107
C -1.0205 -4.3504 -2.8062  -0.084
C -0.0671 -3.9694 -3.7389  -0.088
C 0.4466 -2.6789 -3.7151  -0.078
C 0.0143 -1.7788 -2.7545  -0.122
H -4.9950 -3.4740 3.1968  0.102
H -5.6937 -1.3508 2.1319  0.109
H -4.2089 -0.2163 0.5345  0.104
H -1.3255 -3.3539 1.0094  0.081
H -2.7998 -4.4678 2.6335  0.102
H -1.7156 2.1262 -1.2737  0.082
H -3.2036 3.3954 -2.7570  0.111
H -5.0117 2.2411 -3.9923  0.102
H -5.3133 -0.2019 -3.7427  0.102
H -3.8092 -1.4861 -2.2725  0.105
H -2.2161 -3.7531 -1.1344  0.092
H -1.4339 -5.3509 -2.8285  0.102
H 0.2720 -4.6746 -4.4869  0.101
H 1.1886 -2.3738 -4.4416  0.105
H 0.4345 -0.7789 -2.7294  0.105

E_LUMO (alpha / beta) = -1.09 / -0.42 eV
<S²> = 0.997
frontier orbital gap (alpha / beta) = 7.246 / 7.914 eV
2S+1 = 2
HOMO energy (alpha / beta) = -8.33 / -8.34 eV



No. 3
ORCA calculation (ωB97M-V/def2-TZVPD) on a molecular structure, C27H50N6O3PRuSSe3.

Each line ends with the Löwdin charge.
Positions of all 92 atoms, in Å:
Ru -1.3439 1.1474 -0.7452  0.476
O -6.6715 2.5818 -2.1109  -0.049
C -5.5384 2.6639 -2.9601  -0.230
C -4.3075 2.1185 -2.2188  -0.572
C -3.1359 2.4026 -3.1620  -0.219
O -1.9722 1.6139 -2.8541  -0.256
C -4.1902 2.8453 -0.8623  -0.531
Se -2.3753 3.3217 -0.3205  0.592
C -4.5295 0.6234 -1.9994  -0.500
Se -3.2289 -0.3268 -0.8743  0.650
H -7.4401 2.9038 -2.5885  0.093
H -5.3462 3.7068 -3.2457  0.133
H -5.7025 2.0807 -3.8752  0.127
H -2.8857 3.4642 -3.0978  0.108
H -3.4265 2.1617 -4.1917  0.133
H -1.1780 2.0466 -3.2055  0.082
H -4.6214 2.2194 -0.0835  0.053
H -4.7502 3.7809 -0.8818  0.061
H -4.5747 0.1047 -2.9603  0.067
H -5.4913 0.5008 -1.5028  0.062
S 2.9744 2.9922 -1.8457  0.574
C 1.4955 2.3424 -1.7358  -0.938
N 0.4234 1.8677 -1.6750  -0.054
C -0.7434 -3.6383 -3.4521  -0.108
N -0.5008 -2.3330 -2.8799  -0.290
C -0.6781 -1.2375 -3.8137  -0.099
P 0.3461 -2.0549 -1.4889  0.533
O -0.0839 -0.8082 -0.8019  -0.426
N 0.1156 -3.3946 -0.5455  -0.316
C 1.0696 -4.4608 -0.3392  -0.116
C -1.2456 -3.7162 -0.1442  -0.095
N 1.9802 -2.0043 -1.7829  -0.282
C 2.7215 -0.7617 -1.5706  -0.092
C 2.4987 -2.8064 -2.8795  -0.111
H -1.7886 -3.7181 -3.7659  0.092
H -0.5480 -4.4237 -2.7252  0.062
H -0.1110 -3.8165 -4.3311  0.084
H -1.7207 -1.1854 -4.1364  0.089
H -0.0359 -1.3653 -4.6936  0.087
H -0.4335 -0.2969 -3.3277  0.050
H 2.0752 -4.1197 -0.5725  0.070
H 0.8397 -5.3453 -0.9481  0.085
H 1.0489 -4.7708 0.7101  0.083
H -1.8898 -2.8474 -0.2631  0.031
H -1.2548 -4.0103 0.9093  0.088
H -1.6615 -4.5424 -0.7322  0.084
H 2.1452 -0.0915 -0.9362  0.043
H 2.9071 -0.2462 -2.5182  0.084
H 3.6826 -0.9746 -1.0949  0.085
H 1.9888 -3.7688 -2.9393  0.067
H 3.5601 -3.0036 -2.7147  0.091
H 2.3916 -2.2975 -3.8448  0.088
C -0.9676 -2.0916 4.3044  -0.112
C 0.4848 -1.6354 4.3666  -0.252
C 1.3697 -2.3296 3.3323  -0.170
C 1.1638 -1.8275 1.9072  -0.160
N 1.6138 -0.4516 1.7409  0.004
C 0.8391 0.6446 1.6241  -0.578
Se -1.0348 0.6637 1.6784  0.724
N 1.6340 1.7191 1.4627  0.007
C 1.2157 3.1207 1.4035  -0.158
C 1.5490 3.8626 2.6940  -0.172
C 0.7900 3.3611 3.9216  -0.254
C -0.6730 3.7887 3.9275  -0.110
C 2.9576 1.3037 1.4583  -0.154
C 4.1433 2.0009 1.2650  -0.026
C 5.3106 1.2622 1.2892  -0.071
C 5.2997 -0.1235 1.4880  -0.081
C 4.1187 -0.8201 1.6654  -0.019
C 2.9458 -0.0752 1.6498  -0.159
H -1.5714 -1.5864 5.0582  0.074
H -1.0400 -3.1670 4.4829  0.073
H -1.4155 -1.8746 3.3345  0.033
H 0.8860 -1.8332 5.3632  0.107
H 0.5409 -0.5503 4.2296  0.090
H 1.1568 -3.4032 3.3385  0.114
H 2.4240 -2.2201 3.5998  0.105
H 0.1170 -1.8538 1.6045  0.073
H 1.7276 -2.4302 1.1905  0.105
H 0.1455 3.1315 1.2025  0.044
H 1.7285 3.5646 0.5485  0.080
H 1.3043 4.9159 2.5278  0.122
H 2.6280 3.8179 2.8647  0.103
H 1.2848 3.7393 4.8196  0.105
H 0.8605 2.2689 3.9771  0.091
H -0.7515 4.8779 3.8956  0.076
H -1.1797 3.4438 4.8296  0.073
H -1.2172 3.3883 3.0716  0.025
H 4.1489 3.0642 1.0720  0.104
H 6.2560 1.7647 1.1366  0.106
H 6.2377 -0.6622 1.4924  0.104
H 4.1104 -1.8928 1.8008  0.114

E_LUMO (alpha / beta) = 0.33 / -0.14 eV
<S²> = 0.762
frontier orbital gap (alpha / beta) = 7.151 / 6.602 eV
2S+1 = 2
HOMO energy (alpha / beta) = -6.82 / -6.75 eV



Calculated ΔE to the lowest compared entry with this formula, charge and spin, 376.7, 0.0, 65.7 kJ/mol (same order as the records).
Calculated calculated total energy, -9302.48854, -164205.49890, -262642.67308 eV (same order as the records).